Record 1
{"formula": "C29H61Cl52NO2P", "method": "wB97M-V/def2-TZVPD", "gap_ev": 4.01, "largest_force_ev_per_a": 6.77, "total_charge": -1, "e_lumo_ev": 1.3, "e_tot_ha": -25617.913551, "species": ["C", "C", "C", "O", "N", "P", "O", "H", "H", "H", "H", "H", "H", "H", "H", "H", "C", "Cl", "Cl", "H", "H", "C", "Cl", "Cl", "H", "H", "C", "Cl", "Cl", "H", "H", "C", "Cl", "Cl", "H", "H", "C", "Cl", "Cl", "H", "H", "C", "Cl", "Cl", "H", "H", "C", "Cl", "Cl", "H", "H", "C", "Cl", "Cl", "H", "H", "C", "Cl", "Cl", "H", "H", "C", "Cl", "Cl", "H", "H", "C", "Cl", "Cl", "H", "H", "C", "Cl", "Cl", "H", "H", "C", "Cl", "Cl", "H", "H", "C", "Cl", "Cl", "H", "H", "C", "Cl", "Cl", "H", "H", "C", "Cl", "Cl", "H", "H", "C", "Cl", "Cl", "H", "H", "C", "Cl", "Cl", "H", "H", "C", "Cl", "Cl", "H", "H", "C", "Cl", "Cl", "H", "H", "C", "Cl", "Cl", "H", "H", "C", "Cl", "Cl", "H", "H", "C", "Cl", "Cl", "H", "H", "C", "Cl", "Cl", "H", "H", "C", "Cl", "Cl", "H", "H", "C", "Cl", "Cl", "H", "H"], "coordinates": [[2.427, -0.375, -1.030], [2.076, -1.484, -2.181], [1.224, -0.704, -3.347], [2.100, -0.590, -4.507], [3.126, 0.286, -4.210], [4.297, -0.035, -5.540], [3.967, -1.502, -6.083], [3.440, 0.122, -1.364], [1.607, 0.445, -0.985], [2.529, -0.817, 0.038], [3.049, -1.912, -2.677], [1.514, -2.395, -1.732], [0.934, 0.393, -3.040], [0.241, -1.242, -3.648], [5.643, 0.039, -5.039], [4.040, 0.945, -6.581], [-0.309, -3.194, 0.780], [0.140, -4.519, -0.301], [1.120, -2.465, 1.522], [-0.838, -2.431, 0.206], [-0.959, -3.582, 1.566], [-0.240, -6.360, 2.896], [0.287, -5.432, 4.306], [-2.003, -6.477, 2.834], [0.113, -5.864, 1.991], [0.182, -7.365, 2.955], [-1.923, 0.974, -4.902], [-2.221, 0.169, -3.356], [-1.564, 2.689, -4.667], [-1.070, 0.498, -5.395], [-2.813, 0.880, -5.527], [2.200, 4.043, -5.132], [3.941, 4.004, -5.435], [1.859, 4.343, -3.423], [1.753, 4.841, -5.728], [1.769, 3.083, -5.416], [-0.759, 6.921, -2.506], [-1.597, 7.265, -0.988], [-1.673, 5.775, -3.494], [-0.636, 7.851, -3.063], [0.220, 6.493, -2.282], [-5.338, -4.543, 2.484], [-3.993, -4.272, 1.370], [-4.856, -5.583, 3.831], [-5.670, -3.582, 2.880], [-6.156, -5.021, 1.942], [-8.711, -6.927, 2.515], [-9.043, -5.202, 2.314], [-7.306, -7.417, 1.562], [-8.514, -7.130, 3.569], [-9.580, -7.498, 2.185], [-4.910, 5.989, -5.453], [-5.387, 7.317, -6.518], [-5.986, 5.875, -4.055], [-4.953, 5.053, -6.012], [-3.890, 6.163, -5.103], [4.403, 5.171, -9.320], [4.492, 6.928, -9.138], [2.951, 4.522, -8.549], [4.380, 4.926, -10.383], [5.282, 4.721, -8.856], [-7.825, 2.535, -2.945], [-8.300, 1.869, -4.512], [-7.450, 1.247, -1.793], [-6.940, 3.160, -3.078], [-8.646, 3.136, -2.551], [-9.062, 0.484, 1.682], [-8.776, 1.719, 2.915], [-9.278, -1.110, 2.416], [-9.963, 0.743, 1.123], [-8.205, 0.451, 1.007], [3.344, 0.699, 2.961], [3.998, 1.206, 1.398], [3.905, -0.920, 3.402], [3.671, 1.405, 3.725], [2.254, 0.693, 2.905], [7.387, -2.858, 2.233], [7.484, -1.099, 2.387], [5.944, -3.490, 3.035], [7.347, -3.119, 1.174], [8.272, -3.303, 2.691], [1.336, 0.518, -7.709], [1.432, 2.276, -7.529], [-0.120, -0.121, -6.936], [1.311, 0.271, -8.772], [2.214, 0.064, -7.244], [5.920, 2.272, -1.666], [5.447, 1.625, -3.242], [6.319, 0.978, -0.527], [6.795, 2.911, -1.796], [5.092, 2.858, -1.259], [4.903, 4.504, 2.944], [4.009, 3.808, 4.301], [4.160, 4.077, 1.398], [4.911, 5.590, 3.045], [5.927, 4.124, 2.962], [2.091, -7.499, 6.699], [2.538, -8.823, 5.616], [3.521, -6.773, 7.443], [1.563, -6.735, 6.125], [1.440, -7.887, 7.484], [5.856, 0.212, 6.840], [5.342, 1.522, 5.771], [4.817, 0.108, 8.267], [5.806, -0.732, 6.294], [6.883, 0.399, 7.162], [8.059, 2.170, 9.467], [8.707, 2.667, 7.899], [8.618, 0.551, 9.904], [8.390, 2.878, 10.229], [6.968, 2.167, 9.416], [-0.111, 6.495, 2.350], [0.345, 5.187, 1.252], [1.311, 7.212, 3.117], [-0.636, 7.266, 1.783], [-0.768, 6.095, 3.124], [9.917, 2.829, 4.050], [8.180, 2.602, 4.283], [10.730, 3.124, 5.592], [10.335, 1.929, 3.594], [10.079, 3.685, 3.392], [-12.834, -2.627, 1.564], [-12.722, -0.870, 1.722], [-14.288, -3.247, 2.355], [-12.869, -2.886, 0.504], [-11.957, -3.081, 2.027], [4.475, 9.805, 3.123], [5.147, 10.320, 1.572], [5.029, 8.181, 3.551], [4.794, 10.504, 3.898], [3.386, 9.801, 3.054], [2.258, -12.834, 6.509], [1.432, -12.470, 8.029], [1.337, -13.995, 5.545], [2.374, -11.911, 5.938], [3.239, -13.257, 6.731], [-10.146, 1.914, -7.863], [-9.476, 2.407, -9.423], [-9.609, 0.289, -7.423], [-9.815, 2.617, -7.097], [-11.236, 1.922, -7.927], [-8.246, -8.732, -1.765], [-8.138, -6.975, -1.612], [-9.696, -9.353, -0.967], [-8.283, -8.995, -2.824], [-7.366, -9.183, -1.303]]}

***

Record 2
{"formula": "C29H61N9O8", "method": "wB97M-V/def2-TZVPD", "gap_ev": 9.27, "smiles": "CNC(C)=O.CNC(C)=O.CNC(C)=O.CNC(C)=O.CNC(C)=O.CNC(C)=O.CNC(C)=O.CNC(C)=O.c1ccncc1", "largest_force_ev_per_a": 3.25, "relative_energy_kcal_mol": 0.0, "e_lumo_ev": 0.3, "e_tot_ha": -2236.437626, "species": ["C", "C", "O", "N", "C", "H", "H", "H", "H", "H", "H", "H", "C", "C", "O", "N", "C", "H", "H", "H", "H", "H", "H", "H", "C", "C", "O", "N", "C", "H", "H", "H", "H", "H", "H", "H", "C", "C", "O", "N", "C", "H", "H", "H", "H", "H", "H", "H", "C", "C", "O", "N", "C", "H", "H", "H", "H", "H", "H", "H", "C", "C", "O", "N", "C", "H", "H", "H", "H", "H", "H", "H", "C", "C", "O", "N", "C", "H", "H", "H", "H", "H", "H", "H", "C", "C", "O", "N", "C", "H", "H", "H", "H", "H", "H", "H", "N", "C", "C", "C", "C", "C", "H", "H", "H", "H", "H"], "coordinates": [[-3.797, 1.779, 0.185], [-3.490, 0.546, -0.747], [-2.806, -0.404, -0.357], [-3.889, 0.641, -2.013], [-4.894, 1.552, -2.568], [-4.749, 2.196, -0.115], [-2.980, 2.435, -0.027], [-3.735, 1.457, 1.195], [-3.673, -0.110, -2.624], [-4.821, 1.554, -3.656], [-4.710, 2.556, -2.238], [-5.846, 1.216, -2.222], [-0.593, 6.019, 3.136], [-0.305, 4.509, 2.891], [-0.469, 3.963, 1.821], [0.105, 3.906, 4.031], [0.381, 2.483, 3.985], [-0.419, 6.545, 2.207], [-0.045, 6.454, 3.990], [-1.671, 6.047, 3.296], [0.261, 4.407, 4.859], [0.899, 2.233, 3.124], [-0.528, 1.955, 3.804], [0.880, 2.068, 4.817], [2.760, -0.374, -3.420], [2.539, -1.826, -3.676], [3.283, -2.527, -4.362], [1.411, -2.331, -3.142], [1.139, -3.713, -3.414], [2.208, 0.030, -2.593], [2.447, 0.095, -4.341], [3.832, -0.148, -3.345], [0.872, -1.740, -2.527], [2.082, -4.260, -3.359], [0.628, -3.837, -4.359], [0.562, -4.155, -2.619], [-2.609, -3.282, -3.889], [-3.251, -2.088, -4.642], [-4.088, -1.313, -4.209], [-2.793, -1.948, -5.896], [-3.185, -0.851, -6.755], [-2.001, -3.924, -4.598], [-3.372, -3.886, -3.379], [-1.833, -2.948, -3.195], [-1.950, -2.385, -6.274], [-2.389, -0.752, -7.499], [-3.358, 0.098, -6.261], [-4.105, -1.088, -7.351], [3.574, -0.164, 5.950], [3.796, 1.180, 5.333], [4.193, 2.172, 5.920], [3.462, 1.193, 4.039], [3.789, 2.305, 3.145], [2.521, -0.498, 5.793], [3.844, -0.255, 7.031], [4.155, -0.961, 5.446], [3.293, 0.291, 3.655], [3.085, 3.112, 3.189], [3.717, 1.999, 2.085], [4.803, 2.710, 3.162], [3.614, -1.566, -0.022], [3.352, -1.923, 1.426], [3.701, -1.261, 2.388], [2.619, -3.004, 1.521], [2.256, -3.641, 2.763], [4.142, -0.623, -0.062], [2.709, -1.438, -0.637], [4.207, -2.293, -0.477], [2.327, -3.484, 0.672], [1.976, -4.676, 2.627], [1.383, -3.224, 3.280], [3.067, -3.508, 3.500], [-0.566, -2.121, 0.410], [-0.115, -0.790, -0.091], [0.022, -0.548, -1.287], [0.109, 0.161, 0.894], [0.797, 1.401, 0.541], [-0.246, -2.890, -0.322], [-1.663, -2.194, 0.417], [-0.238, -2.374, 1.463], [0.003, -0.095, 1.864], [0.181, 2.285, 0.742], [1.181, 1.361, -0.486], [1.712, 1.497, 1.170], [-0.679, -0.841, 6.101], [-1.013, -0.702, 4.673], [-0.096, -0.821, 3.823], [-2.285, -0.447, 4.272], [-2.655, -0.175, 2.939], [-0.187, 0.115, 6.330], [-0.022, -1.644, 6.247], [-1.531, -1.004, 6.701], [-2.890, -0.214, 5.025], [-2.187, 0.712, 2.595], [-3.772, -0.151, 2.999], [-2.397, -1.040, 2.305], [-0.019, -0.440, -5.299], [-0.479, -0.094, -4.123], [-0.461, 1.178, -3.623], [0.102, 2.147, -4.454], [0.634, 1.785, -5.682], [0.480, 0.495, -6.076], [-0.851, -0.927, -3.547], [-0.751, 1.325, -2.545], [0.316, 3.128, -4.075], [1.158, 2.503, -6.308], [0.888, 0.122, -6.990]]}

***

Record 3
{"formula": "C29H62F2GaN6O8", "method": "wB97M-V/def2-TZVPD", "gap_ev": 6.63, "largest_force_ev_per_a": 8.41, "total_charge": -1, "e_lumo_ev": 1.6, "e_tot_ha": -4196.916667, "species": ["C", "C", "C", "O", "O", "C", "C", "Ga", "F", "C", "C", "N", "C", "C", "C", "C", "O", "C", "C", "C", "F", "H", "H", "H", "H", "H", "H", "H", "H", "H", "H", "H", "H", "H", "H", "H", "H", "H", "H", "H", "H", "H", "H", "H", "H", "H", "H", "H", "C", "O", "N", "C", "C", "H", "H", "H", "H", "H", "H", "H", "C", "O", "N", "C", "C", "H", "H", "H", "H", "H", "H", "H", "C", "O", "N", "C", "C", "H", "H", "H", "H", "H", "H", "H", "C", "O", "N", "C", "C", "H", "H", "H", "H", "H", "H", "H", "C", "O", "N", "C", "C", "H", "H", "H", "H", "H", "H", "H"], "coordinates": [[-0.371, 0.753, -3.818], [-0.558, 1.606, -2.392], [-1.737, 2.746, -2.469], [-2.298, 3.222, -1.332], [-2.245, 3.319, -3.732], [-1.765, 4.725, -3.884], [-0.213, 4.589, -4.477], [1.055, 5.891, -3.492], [0.785, 7.687, -4.193], [0.692, 6.002, -1.417], [1.448, 4.715, -0.739], [1.733, 4.843, 0.741], [2.674, 3.668, 1.081], [1.882, 2.321, 1.577], [2.556, 6.071, 1.076], [3.906, 6.568, 0.288], [2.110, 6.855, 2.092], [3.036, 5.411, -3.926], [3.125, 3.815, -4.405], [4.601, 3.152, -4.057], [2.795, 3.666, -5.854], [-0.568, 1.414, -4.763], [0.780, 0.459, -3.852], [-0.972, -0.259, -3.794], [0.514, 2.086, -2.194], [-0.767, 0.858, -1.497], [-1.759, 5.295, -2.850], [-2.442, 5.363, -4.610], [0.139, 3.466, -4.470], [-0.263, 4.907, -5.617], [-0.468, 6.022, -1.249], [1.105, 7.050, -1.097], [2.389, 4.422, -1.393], [0.697, 3.793, -0.851], [3.459, 3.451, 0.240], [3.296, 4.052, 2.023], [0.825, 2.159, 1.100], [2.606, 1.402, 1.339], [1.830, 2.357, 2.769], [3.678, 6.691, -0.878], [4.859, 5.913, 0.470], [4.142, 7.664, 0.668], [3.608, 5.445, -2.884], [3.526, 6.121, -4.718], [2.344, 3.249, -3.702], [4.750, 2.208, -4.764], [4.663, 2.716, -2.949], [5.495, 3.886, -4.278], [-1.261, -2.055, 1.412], [-0.516, -1.084, 1.410], [-2.418, -2.178, 0.673], [-3.245, -3.364, 0.731], [-2.820, -1.086, -0.191], [-1.050, -2.942, 2.033], [-3.310, -3.800, -0.270], [-4.245, -3.081, 1.074], [-2.826, -4.103, 1.419], [-2.028, -0.901, -0.923], [-2.958, -0.185, 0.414], [-3.751, -1.328, -0.710], [-3.157, -6.621, -1.351], [-2.738, -5.891, -0.462], [-2.459, -6.984, -2.483], [-3.029, -7.854, -3.490], [-1.115, -6.480, -2.673], [-4.168, -7.059, -1.308], [-2.400, -8.744, -3.584], [-3.055, -7.320, -4.444], [-4.044, -8.158, -3.220], [-0.491, -6.803, -1.834], [-1.143, -5.386, -2.690], [-0.692, -6.852, -3.610], [5.198, 1.752, 1.316], [5.065, 2.080, 0.144], [6.334, 1.941, 2.075], [6.411, 1.524, 3.459], [7.487, 2.575, 1.471], [4.383, 1.262, 1.874], [6.614, 2.400, 4.082], [7.224, 0.800, 3.566], [5.474, 1.062, 3.784], [7.203, 3.573, 1.124], [7.810, 1.982, 0.611], [8.305, 2.655, 2.191], [-7.079, -5.276, 2.433], [-5.860, -5.266, 2.315], [-7.870, -4.169, 2.655], [-9.309, -4.267, 2.784], [-7.245, -2.867, 2.763], [-7.656, -6.213, 2.368], [-9.775, -3.660, 2.003], [-9.602, -3.890, 3.768], [-9.644, -5.303, 2.682], [-6.704, -2.654, 1.836], [-6.531, -2.883, 3.592], [-7.996, -2.092, 2.938], [1.775, -4.765, 6.104], [2.520, -3.794, 6.102], [0.618, -4.887, 5.364], [-0.210, -6.074, 5.423], [0.216, -3.796, 4.501], [1.986, -5.652, 6.725], [-0.274, -6.510, 4.422], [-1.209, -5.790, 5.766], [0.210, -6.813, 6.111], [1.008, -3.611, 3.769], [0.078, -2.895, 5.106], [-0.715, -4.037, 3.982]]}

***

Record 4
{"formula": "C29H62FIN5O4S", "method": "wB97M-V/def2-TZVPD", "gap_ev": 8.77, "largest_force_ev_per_a": 0.42, "total_charge": 1, "relative_energy_kcal_mol": 0.0, "e_lumo_ev": -2.5, "e_tot_ha": -2512.370448, "species": ["C", "C", "C", "C", "C", "C", "C", "C", "C", "C", "C", "N", "C", "C", "C", "O", "I", "C", "C", "N", "N", "N", "N", "C", "C", "C", "C", "C", "C", "C", "C", "F", "C", "C", "H", "H", "H", "H", "H", "H", "H", "H", "H", "H", "H", "H", "H", "H", "H", "H", "H", "H", "H", "H", "H", "H", "H", "H", "H", "H", "H", "H", "H", "H", "H", "H", "H", "H", "H", "H", "H", "H", "H", "H", "H", "H", "H", "H", "H", "H", "H", "H", "H", "H", "H", "H", "H", "H", "O", "S", "O", "O", "C", "C", "C", "H", "H", "H", "H", "H", "H", "H", "H"], "coordinates": [[1.790, 3.105, 2.534], [0.270, 3.282, 2.587], [-0.442, 2.952, 1.250], [-1.590, 1.933, 1.453], [-2.679, 2.755, 2.197], [-1.998, 0.937, 0.262], [-0.833, -0.092, 0.036], [0.587, 0.127, 0.562], [1.408, -1.171, 0.467], [2.835, -0.935, -0.025], [3.749, -2.169, 0.102], [4.801, -2.111, 1.118], [-2.270, 1.742, -1.089], [-3.001, 0.928, -2.184], [-3.688, 1.660, -3.324], [-4.178, 2.753, -3.263], [-4.008, 0.447, -5.042], [-0.964, 2.448, -1.563], [-0.478, 2.658, -3.021], [0.852, 3.241, -2.801], [-1.202, 3.653, -3.792], [-0.478, 1.406, -3.776], [-3.279, 2.804, -0.688], [-4.593, 2.274, -0.187], [-4.588, 0.908, 0.537], [-3.281, 0.062, 0.703], [-3.144, -0.268, 2.228], [-4.321, -0.838, 3.086], [-4.882, 0.236, 4.029], [-5.490, -1.580, 2.436], [-3.507, -1.399, 0.018], [-3.048, -2.336, 0.951], [-3.017, -1.968, -1.324], [-2.975, -3.498, -1.295], [2.084, 2.268, 1.900], [2.273, 4.007, 2.155], [2.197, 2.934, 3.531], [0.058, 4.319, 2.855], [-0.152, 2.683, 3.398], [0.320, 2.644, 0.547], [-0.845, 3.887, 0.844], [-1.204, 1.255, 2.212], [-2.306, 2.968, 3.200], [-3.633, 2.266, 2.338], [-2.855, 3.739, 1.755], [-0.719, -0.243, -1.041], [-1.156, -1.046, 0.449], [1.126, 0.891, -0.003], [0.585, 0.467, 1.598], [1.428, -1.676, 1.436], [0.915, -1.863, -0.227], [2.782, -0.630, -1.074], [3.281, -0.117, 0.549], [4.229, -2.378, -0.854], [3.133, -3.043, 0.335], [4.382, -2.037, 2.038], [5.350, -1.268, 0.991], [-2.359, 0.183, -2.614], [-3.840, 0.383, -1.751], [-0.938, 3.452, -1.139], [-0.139, 1.935, -1.081], [1.499, 2.542, -2.449], [1.207, 3.574, -3.691], [-1.939, 4.122, -3.296], [-1.598, 3.243, -4.625], [-0.305, 0.615, -3.169], [0.281, 1.413, -4.448], [-3.505, 3.350, -1.528], [-2.850, 3.446, -0.027], [-5.240, 2.248, -1.060], [-5.004, 3.043, 0.465], [-4.991, 1.096, 1.529], [-5.354, 0.306, 0.048], [-2.880, 0.648, 2.735], [-2.266, -0.898, 2.365], [-3.849, -1.576, 3.741], [-4.084, 0.827, 4.483], [-5.585, 0.909, 3.533], [-5.422, -0.245, 4.848], [-6.200, -1.855, 3.219], [-6.046, -0.976, 1.718], [-5.187, -2.504, 1.952], [-4.590, -1.529, -0.011], [-3.736, -1.702, -2.100], [-2.049, -1.608, -1.648], [-3.904, -3.914, -0.902], [-2.143, -3.874, -0.706], [-2.867, -3.861, -2.318], [9.543, -2.031, -0.236], [9.566, -2.998, -1.293], [8.846, -2.716, -2.497], [9.110, -4.400, -0.710], [7.878, -4.421, 0.057], [6.647, -4.336, -0.815], [11.220, -3.436, -1.687], [7.909, -3.610, 0.785], [7.920, -5.363, 0.598], [6.584, -3.368, -1.308], [5.762, -4.459, -0.192], [6.659, -5.106, -1.586], [11.750, -3.667, -0.767], [11.659, -2.572, -2.179], [11.201, -4.288, -2.360]]}